C21H20N2O2 in the gas phase at a distorted geometry, computed with wB97M-V/def2-TZVPD.

The geometry in ORCA input format:
```
! RIJCOSX wB97M-V def2-TZVPD def2/J DEFGRID3
* xyz 0 1
O -0.698 -1.706 3.574
O 2.697 0.645 -1.527
N 1.078 -0.537 -2.563
N -2.971 0.293 5.404
C -2.217 -0.925 5.278
C 1.393 0.420 -7.681
C -0.237 -1.396 2.380
C 1.523 -0.208 -1.399
C -2.116 1.461 5.377
C 3.721 1.600 -3.471
C 3.565 1.660 -4.899
C -2.077 -1.324 3.806
C 0.529 -0.402 -6.895
C -0.222 -1.339 -0.080
C 0.879 -0.559 -0.144
C -0.891 -1.680 1.175
C 1.668 0.107 -4.808
C 2.912 0.800 -2.801
C 2.578 0.960 -5.601
C -4.208 0.185 6.166
C 1.457 -0.041 1.085
C 0.896 -0.518 2.317
C 0.625 -0.591 -5.490
C 1.933 0.123 -3.432
C 2.371 1.160 -6.934
H 1.207 0.501 -8.771
H 2.999 1.895 -7.436
H -0.720 -1.708 -0.978
H -4.610 -0.696 5.763
H -2.717 2.395 5.599
H -1.270 -0.721 5.765
H -0.297 -1.011 -7.353
H -4.054 0.033 7.202
H -2.263 -0.435 3.183
H -2.679 -1.719 5.889
H -1.763 1.700 4.413
H 4.315 2.308 -2.951
H -2.864 -2.030 3.532
H -4.781 1.069 6.025
H 2.460 0.433 1.059
H -1.678 -2.435 1.186
H -1.193 1.494 6.028
H 1.478 -0.389 3.209
H 4.318 2.288 -5.312
H -0.075 -1.157 -4.891
*
```

The value obtained for the relative energy (zero: lowest compared OMol25 entry of this formula, charge and spin) is 3.613 eV. The energy comes out at -1072.12027 hartree. As for the frontier orbital gap: 7.619 eV. Its HOMO energy is -7.506 eV. The structure (SMILES) is CN(C)CCOc1ccc(-c2nc3c(ccc4ccccc43)o2)cc1.